1.
Density functional theory data (ωB97M-V/def2-TZVPD) for C7H13N3O2 in the gas phase at a distorted geometry.

Geometry as XYZ:
```
25
Properties=species:S:1:pos:R:3:forces:R:3:nbo_charge:R:1
O -2.9872 0.6688 0.8396 -0.2 0.6 -0.4 -0.593
O 1.7692 -1.4884 -1.4720 0.3 -0.4 -0.2 -0.609
N 0.7106 -1.1856 0.5322 1.6 -0.1 0.7 -0.473
N 1.5497 0.6440 -0.8881 -1.2 0.7 3.5 -0.610
N -1.3571 -0.5472 -0.1798 0.2 1.5 -1.4 -0.585
C 1.3558 -2.3792 1.0920 0.9 -1.0 -4.2 -0.418
C -0.6131 -1.1678 0.6422 -2.1 2.3 -1.9 0.335
C -3.5150 -0.4936 -1.2345 -2.8 1.9 2.5 -0.696
C 1.3807 -0.6775 -0.6664 -0.7 -0.6 -0.3 0.809
C 1.0725 1.7029 0.1104 0.8 -1.3 1.2 -0.219
C 1.9756 2.8673 0.4283 1.9 -0.6 -1.4 -0.611
C -2.6367 0.0090 -0.1162 0.8 -2.4 1.6 0.677
H -4.5732 -0.7234 -0.8210 1.7 0.6 -0.5 0.229
H -3.1227 -1.3804 -1.5536 1.1 -2.0 -1.5 0.224
H 0.7224 -2.8179 1.8114 0.0 0.1 1.8 0.215
H 1.4767 3.6038 1.0460 -0.1 -0.2 0.4 0.225
H 1.7479 0.7400 -1.8552 0.2 1.0 -0.7 0.420
H 2.4477 -2.0989 1.2399 -1.5 -1.1 0.4 0.229
H 2.9328 2.4623 0.8725 -0.9 0.9 -0.4 0.209
H -3.6096 0.3120 -1.9324 -0.1 0.1 -0.9 0.237
H 1.2039 -3.1986 0.2275 1.2 1.5 1.7 0.209
H 0.8859 1.2573 1.1248 0.2 -0.5 -1.3 0.216
H 0.1571 2.1409 -0.1204 -1.9 0.2 -1.2 0.199
H -1.1517 -1.6408 1.3955 0.0 -1.3 2.0 0.178
H 2.1779 3.3910 -0.5227 0.4 -0.1 0.4 0.202
```
Positions in Å, forces in eV/Å.

Output
- Multiplicity: 1
- SMILES: CCNC(=O)N(C)/C=N/C(C)=O
- ΔE to the lowest compared entry with this formula, charge and spin: 168.4 kJ/mol
- Orbital gap: 9.94 eV

***

2.
Density functional theory data (ωB97M-V/def2-TZVPD) for C7H13N3O4 in the gas phase at a distorted geometry.

Geometry as XYZ:
```
27
Properties=species:S:1:pos:R:3:forces:R:3:nbo_charge:R:1
O -0.4917 1.1492 0.8586 -0.1 0.9 -0.3 -0.551
O -1.7089 0.3539 -0.8176 -2.3 -1.8 -0.3 -0.527
O -3.6419 -0.7597 -0.2210 0.7 -1.1 0.1 -0.477
O 0.2250 1.3977 -1.2122 0.2 0.3 -1.9 -0.618
N 0.4132 -1.3355 -0.2372 -0.8 0.4 0.3 -0.262
N -1.7621 -1.5472 0.6719 0.4 0.4 -0.3 -0.504
N 1.7170 -1.6461 -0.2545 -0.7 -1.7 1.1 -0.413
C -4.5007 0.2615 -0.5451 -1.6 3.6 1.3 -0.256
C 3.3418 0.1068 -0.1589 -0.5 -1.5 0.3 -0.623
C -0.5934 0.9558 -0.4808 1.7 1.1 2.9 1.027
C -2.3160 -0.7071 -0.0699 -0.1 1.7 0.0 0.840
C 0.7340 1.9037 1.3356 -3.4 -2.9 0.0 -0.231
C -0.3736 -1.6279 0.7419 2.0 -2.3 0.0 0.131
C 2.6493 -0.9022 -1.0597 -1.0 0.4 0.5 -0.221
H 0.0041 -2.3209 1.5664 -0.5 1.1 -0.7 0.148
H -4.9833 0.8640 0.3498 1.1 -1.7 -1.0 0.173
H -5.3485 -0.0700 -1.1097 -0.2 -0.8 -0.3 0.199
H -4.0960 1.1020 -1.0948 0.8 -0.2 -0.4 0.194
H 1.2506 2.2959 0.5568 1.3 1.4 -2.3 0.208
H 0.3399 2.5633 2.0427 -0.2 1.1 1.0 0.195
H 3.3134 -1.5733 -1.5359 0.9 -0.9 -0.3 0.190
H 2.0908 -0.4300 -1.8618 -0.2 0.1 0.1 0.229
H 4.3911 -0.0227 -0.1639 1.2 0.2 -0.1 0.209
H 2.0960 -2.0173 0.6337 -0.3 0.3 -0.7 0.334
H 3.0401 1.0335 -0.5269 -0.1 2.0 0.0 0.222
H 1.2287 1.0774 1.7325 1.5 -0.8 1.2 0.189
H 2.9811 -0.1048 0.8599 0.3 0.6 -0.3 0.195
```
Positions in Å, forces in eV/Å.

Output
- Multiplicity: 1
- SMILES: CCN/N=C/N=C(/OC)OC(=O)OC
- ΔE to the lowest compared entry with this formula, charge and spin: 525.9 kJ/mol
- Orbital gap: 8.72 eV

***

3.
Density functional theory data (ωB97M-V/def2-TZVPD) for a gas-phase ion, C7H13N4O2 (charge +1) at a distorted geometry.

Geometry as XYZ:
```
26
Properties=species:S:1:pos:R:3:forces:R:3:nbo_charge:R:1
O -1.0962 1.4738 -0.1785 0.1 0.0 0.0 -0.595
O 0.2642 -2.3940 -0.3735 -0.1 -0.3 -0.1 -0.645
N 0.6730 -0.1099 -0.2333 -3.8 0.4 -0.1 -0.289
N 1.7842 0.6937 -0.0911 0.5 0.2 -0.1 -0.208
N -3.0593 -0.1081 -0.3896 0.0 0.8 -0.3 -0.519
N 4.1146 0.3319 0.2089 0.0 0.2 0.0 -0.774
C -3.8838 -0.5177 0.7592 -0.5 -0.2 0.7 -0.423
C 2.4749 -1.4487 -0.0878 0.3 0.0 0.0 -0.502
C 2.8664 -0.1272 0.0074 -0.5 -0.4 0.0 0.454
C 1.0849 -1.5077 -0.2421 0.0 0.4 0.0 0.626
C 1.7005 2.1070 0.1576 -0.3 0.4 0.1 -0.410
C -1.7426 -0.7851 -0.4780 0.5 -0.5 -0.1 -0.348
C -0.7231 0.3229 -0.2800 3.7 -0.7 0.2 0.686
H -3.3066 -0.4235 1.6778 0.1 0.0 -0.1 0.235
H 4.3614 1.2874 0.0185 0.0 -0.1 0.0 0.407
H -3.5983 -0.2143 -1.2519 0.2 0.0 0.1 0.439
H -4.7653 0.1176 0.8336 0.1 0.0 -0.1 0.241
H -1.6226 -1.5671 0.2750 -0.2 0.2 -0.1 0.295
H 2.7040 2.5074 0.2610 0.0 0.0 0.0 0.218
H -2.7699 0.9094 -0.2948 -0.3 -0.5 -0.1 0.468
H -4.2019 -1.5530 0.6435 0.1 0.1 -0.1 0.237
H 3.1182 -2.3013 -0.0538 0.2 -0.2 0.0 0.253
H 1.1495 2.3093 1.0792 0.1 0.0 -0.1 0.220
H 4.8570 -0.3447 0.1483 0.0 0.1 0.0 0.421
H 1.1993 2.6089 -0.6709 0.1 0.0 0.1 0.228
H -1.5828 -1.2672 -1.4446 -0.2 0.1 0.1 0.285
```
Positions in Å, forces in eV/Å.

Output
- Multiplicity: 1
- Total charge: +1
- SMILES: C[NH2+]CC(=O)n1c(=O)cc(N)n1C
- ΔE to the lowest compared entry with this formula, charge and spin: 0.0 kJ/mol
- Orbital gap: 8.63 eV

***

4.
Density functional theory data (ωB97M-V/def2-TZVPD) for C7H13NO in the gas phase at a distorted geometry.

Geometry as XYZ:
```
22
Properties=species:S:1:pos:R:3:forces:R:3:nbo_charge:R:1
O -0.2772 -2.5836 0.9751 -1.1 -0.2 1.4 -0.481
N -1.4103 0.5303 -1.2174 -0.2 0.0 -0.1 -0.832
C 1.0837 -0.6762 1.5073 1.2 -0.1 1.9 -0.512
C -0.1215 -1.4667 1.4222 1.2 -1.5 -3.7 0.553
C 0.2174 -1.2005 -1.5266 0.1 -0.3 0.1 -0.613
C 0.9357 1.1475 -1.0830 0.1 0.1 0.3 -0.614
C -0.9000 0.9530 1.5873 0.1 0.2 0.1 -0.603
C -0.1063 0.0718 -0.7233 -0.4 -0.1 -0.7 0.119
C -0.1659 -0.1309 0.8117 -1.0 1.2 0.4 -0.133
H 1.9217 -1.0296 0.9222 0.0 -0.1 0.0 0.231
H 1.3491 -0.3117 2.4902 0.1 0.7 -0.1 0.229
H -0.7278 0.8653 2.6663 0.0 -0.1 -0.2 0.218
H 0.7078 2.1129 -0.6185 0.0 -0.1 0.0 0.203
H 0.2820 -0.9884 -2.6013 0.0 0.3 0.3 0.222
H -1.6489 1.4446 -0.8430 0.0 -0.2 0.0 0.355
H -1.9803 0.8773 1.4280 0.2 0.1 0.0 0.217
H 1.9374 0.8551 -0.7484 -0.2 0.0 0.0 0.212
H -0.5679 1.9516 1.2877 -0.1 0.0 0.0 0.209
H 0.9875 1.3095 -2.1666 -0.2 -0.2 0.2 0.228
H -2.1384 -0.1253 -0.9368 0.1 0.2 -0.1 0.359
H 1.1766 -1.6370 -1.2287 -0.1 0.0 0.1 0.205
H -0.5544 -1.9691 -1.4045 0.2 0.2 0.1 0.228
```
Positions in Å, forces in eV/Å.

Output
- Multiplicity: 1
- SMILES: CC(C)(N)[C@]1(C)CC1=O
- ΔE to the lowest compared entry with this formula, charge and spin: 235.8 kJ/mol
- Orbital gap: 9.06 eV

***

5.
Density functional theory data (ωB97M-V/def2-TZVPD) for C7H13NO in the gas phase at a distorted geometry.

Geometry as XYZ:
```
22
Properties=species:S:1:pos:R:3:forces:R:3:nbo_charge:R:1
O -2.1763 -1.4150 -0.7873 0.2 -0.1 -0.2 -0.715
N 0.6350 2.4547 0.1143 0.0 -0.3 0.1 -0.806
C 1.9214 -0.2482 0.5684 -0.2 0.4 0.0 -0.596
C -1.4603 -1.6756 0.3661 0.6 0.4 0.8 0.036
C 0.5484 -0.0781 -0.0931 -1.2 -0.3 0.1 -0.143
C 0.6301 -0.5321 -1.5556 -0.2 0.0 0.2 -0.604
C -1.2978 1.1416 0.7421 -0.5 2.8 -0.7 -0.556
C -0.4794 -0.8462 0.8002 1.1 -3.2 -1.7 -0.206
C -0.0731 1.2785 0.1312 -0.6 0.2 1.2 0.247
H -1.6922 1.9539 1.3497 0.1 0.6 -0.2 0.184
H -0.3393 -0.4545 -2.0401 0.0 0.0 0.0 0.233
H 0.0866 3.3005 0.1441 0.3 -0.1 -0.2 0.394
H -2.1221 0.6192 0.2730 0.4 -0.6 0.3 0.230
H 0.9515 -1.5711 -1.5944 0.1 -0.1 -0.1 0.214
H 1.5199 2.4857 -0.3637 -0.1 0.1 0.1 0.388
H 2.7068 0.2212 -0.0247 0.1 0.0 0.0 0.202
H -1.9169 -2.3861 1.0476 -0.1 0.1 0.0 0.163
H -0.1055 -1.0626 1.7932 -0.1 0.0 0.1 0.218
H -2.7625 -2.1529 -0.9774 0.1 0.0 0.0 0.482
H 2.1469 -1.3118 0.6522 0.0 0.0 0.0 0.221
H 1.3473 0.0780 -2.1059 0.1 0.0 0.0 0.199
H 1.9315 0.2008 1.5601 0.0 0.0 0.1 0.216
```
Positions in Å, forces in eV/Å.

Output
- Multiplicity: 1
- SMILES: C=C(N)C(C)(C)/C=C\O
- ΔE to the lowest compared entry with this formula, charge and spin: 329.5 kJ/mol
- Orbital gap: 7.31 eV

***

6.
Density functional theory data (ωB97M-V/def2-TZVPD) for 2 unconnected molecules or ions with the total composition C7H13NO at a distorted geometry.

Geometry as XYZ:
```
22
Properties=species:S:1:pos:R:3:forces:R:3:nbo_charge:R:1
O -0.6976 -1.4079 -0.8908 -0.3 0.3 0.4 -0.712
N 1.0142 1.8093 -0.4647 0.2 0.6 0.7 -0.822
C -0.8483 1.4484 1.8103 -1.1 -2.0 -0.2 -0.320
C -1.2428 0.3363 1.4819 -0.6 2.8 1.8 0.041
C -2.2011 -0.7701 1.5751 0.3 -0.5 -0.6 -0.689
C 0.4638 0.6827 -1.1437 -1.2 -0.9 1.2 -0.081
C 0.1670 -0.5785 -0.2030 2.7 -0.9 -2.6 0.341
C 1.1107 -1.0971 0.6066 -0.8 0.3 0.1 -0.548
C 1.3646 0.2455 -2.2948 -0.2 -0.1 0.2 -0.602
H 0.9242 -0.5980 -2.8199 0.0 -0.1 0.0 0.221
H -0.5254 0.9557 -1.5250 0.1 0.1 -0.1 0.195
H 1.4926 1.0720 -2.9905 0.0 0.1 0.0 0.219
H -1.6847 -1.6748 1.9000 -0.1 -0.1 0.0 0.226
H -0.6801 -2.2879 -0.4963 0.0 0.0 0.0 0.473
H 0.4567 2.0117 0.3802 0.5 -0.1 -0.7 0.374
H 2.3437 -0.0470 -1.9180 0.0 0.0 0.1 0.204
H 1.9653 1.6138 -0.1650 -0.1 0.0 0.0 0.348
H -2.9921 -0.5314 2.2848 0.2 0.1 0.0 0.239
H -2.6463 -0.9577 0.5989 -0.1 -0.1 0.1 0.244
H -0.7201 2.3850 2.2856 0.4 0.4 -0.2 0.248
H 1.8055 -0.4635 1.1273 0.2 0.2 0.0 0.211
H 1.1302 -2.1466 0.8612 -0.2 -0.1 0.1 0.192
```
Positions in Å, forces in eV/Å.

Output
- Multiplicity: 1
- SMILES: C=C(O)[C@H](C)N.C#CC
- ΔE to the lowest compared entry with this formula, charge and spin: 399.6 kJ/mol
- Orbital gap: 8.94 eV

***

7.
Density functional theory data (ωB97M-V/def2-TZVPD) for a molecular structure, C7H13NO at a distorted geometry.

Geometry as XYZ:
```
22
Properties=species:S:1:pos:R:3:forces:R:3:nbo_charge:R:1
O -1.0453 0.6850 -0.6894 1.3 0.7 0.0 -0.673
N 1.2237 -0.4491 -1.3405 0.1 0.1 -0.2 -0.802
C 1.4132 1.6985 -0.2340 -0.5 -0.1 -0.1 -0.656
C 1.1556 -0.1210 2.1710 0.0 -0.2 0.0 -0.618
C 0.3778 -0.3551 0.9026 -1.3 0.4 0.7 -0.227
C -1.7109 0.1246 -1.7749 0.8 0.0 -0.2 -0.252
C 0.7325 0.3589 -0.3412 -1.6 -0.4 -1.1 0.488
C -0.8634 -0.8323 0.8815 1.3 -0.9 1.2 0.250
C -1.8887 -1.6189 1.0996 -0.1 0.3 -0.2 -0.556
H -2.8947 -1.2307 1.1696 0.0 0.1 0.3 0.223
H 2.1858 -0.4747 2.0670 0.0 0.0 0.1 0.212
H 1.3722 -0.0074 -2.2375 0.0 0.0 0.0 0.379
H 1.1883 0.9382 2.4437 0.0 0.0 -0.1 0.210
H -2.5219 0.7851 -2.1004 0.0 0.0 0.0 0.181
H -1.7552 -2.6906 1.1800 0.0 0.0 -0.3 0.225
H 1.4931 2.1536 -1.2204 0.0 0.0 0.0 0.222
H 0.6775 -0.6553 2.9919 0.1 0.0 0.0 0.231
H 0.8330 2.3507 0.4128 0.0 0.1 0.0 0.239
H -1.0431 -0.0248 -2.6423 -0.1 0.0 0.0 0.143
H 2.4109 1.5821 0.1896 0.0 -0.1 0.0 0.230
H -2.1248 -0.8587 -1.5149 -0.1 -0.1 0.0 0.156
H 0.7846 -1.3581 -1.4137 0.1 0.1 0.1 0.394
```
Positions in Å, forces in eV/Å.

Output
- Multiplicity: 1
- ΔE to the lowest compared entry with this formula, charge and spin: 368.6 kJ/mol
- Orbital gap: 8.86 eV

***

8.
Density functional theory data (ωB97M-V/def2-TZVPD) for 2 unconnected molecules or ions with the total composition C7H13NO at a distorted geometry.

Geometry as XYZ:
```
22
Properties=species:S:1:pos:R:3:forces:R:3:nbo_charge:R:1
O -1.1896 1.6059 2.3587 -0.5 -0.1 -1.1 -0.678
N 1.2347 1.0476 0.7394 -1.4 -0.1 -0.8 -0.705
C 0.0241 -0.3702 3.2572 -1.6 0.6 0.2 -0.450
C -0.4318 0.9459 -1.8731 0.4 0.1 -0.1 -0.607
C 1.6625 -1.0227 -0.5119 0.3 -0.5 0.5 -0.715
C -1.3201 -1.1787 -0.9187 0.0 0.2 0.2 -0.620
C -0.6316 0.1459 -0.5828 0.0 -0.8 1.6 -0.256
C -0.7357 0.4823 2.8122 1.6 0.2 0.9 0.355
C 0.7787 -0.0455 0.2358 0.1 2.7 -4.2 0.391
H 1.2991 -2.0410 -0.3815 0.3 -0.2 0.3 0.232
H -1.4272 -1.8000 -0.0316 -0.1 -0.1 0.0 0.221
H 0.0072 1.9258 -1.7030 0.1 0.0 0.1 0.218
H 2.1970 1.2675 0.4923 0.5 -0.8 1.1 0.356
H -0.7639 -1.7298 -1.6762 0.1 -0.1 0.0 0.200
H -2.3078 -0.9963 -1.3437 0.0 0.0 0.1 0.214
H -1.2963 0.7510 0.0397 0.0 -0.2 0.1 0.213
H 0.1667 0.4227 -2.6186 0.2 -0.1 0.1 0.199
H -0.5653 1.9305 1.6633 0.2 -0.2 0.4 0.528
H 1.6711 -0.8896 -1.5929 -0.5 0.4 -0.1 0.230
H -1.3879 1.1171 -2.3688 -0.2 -0.1 0.2 0.218
H 0.3036 -0.6501 4.2462 0.5 -0.7 -0.1 0.239
H 2.7126 -0.9182 -0.2420 0.0 -0.2 0.4 0.218
```
Positions in Å, forces in eV/Å.

Output
- Multiplicity: 1
- SMILES: [H]/N=C(\C)C(C)C.C#CO
- ΔE to the lowest compared entry with this formula, charge and spin: 452.1 kJ/mol
- Orbital gap: 9.67 eV